Below is the molecule C6H4O, with properties calculated with ωB97M-V/def2-TZVPD.

**ΔE to the lowest compared entry with this formula, charge and spin**: 3.467 eV
**Charge**: 0
**E_tot**: -8328.9735 eV
**HOMO**: -0.3244 Ha

Atoms and positions in Å:
O 0.4783 0.2639 -1.8670
C 1.0479 0.9363 -1.0337
C 1.1655 0.5502 0.3885
C 0.4178 -0.4408 0.8943
C -0.7116 -0.9836 0.1792
C -1.5131 -1.7887 -0.6925
C -2.0085 -0.7115 0.0643
H 1.5244 1.8968 -1.3082
H 1.8574 1.0980 1.0182
H 0.5299 -0.7691 1.9281
H -2.7880 -0.0517 0.4288

---

Below is a cluster of 11 separate species, FH20O10 in total, with properties calculated with ωB97M-V/def2-TZVPD.

**ΔE to the lowest compared entry with this formula, charge and spin**: 0.334 eV
**Charge**: -1
**E_tot**: -23520.3503 eV
**HOMO**: -0.2625 Ha

Atoms and positions in Å:
F -0.4389 -0.1380 0.3664
O -1.7465 -2.3295 -0.0769
H -1.2090 -1.4946 -0.0250
H -1.2397 -2.8760 -0.6306
O -0.8937 -0.3850 -2.2863
H -0.7704 -0.1002 -1.3343
H -0.2122 0.0818 -2.7385
O 1.9155 0.9564 -1.1256
H 1.1705 0.6403 -0.5507
H 2.6918 0.6953 -0.6202
O -1.4007 -0.6932 2.6367
H -0.8273 -1.4198 2.9852
H -0.9821 -0.6443 1.7328
O -0.8366 2.2828 -1.3446
H -1.6803 2.4990 -1.7579
H -0.1862 2.5531 -1.9738
O 2.3229 0.4195 2.5673
H 2.2793 1.2767 2.1640
H 1.9656 -0.2099 1.9509
O -2.9579 0.8125 0.2213
H -2.9796 0.7481 1.1596
H -2.0295 0.4997 0.1235
O 0.2943 2.1336 1.0272
H 0.0570 1.1866 0.9637
H -0.0172 2.3944 0.2180
O 1.6262 -1.5763 -2.4593
H 2.0605 -0.7157 -2.5199
H 0.7556 -1.4849 -2.0032
O 1.4771 -1.6919 1.0077
H 0.7469 -1.1785 0.6757
H 1.0444 -2.2419 1.6471

---

Below is the molecule C9H18BrO7P, with properties calculated with ωB97M-V/def2-TZVPD.

**Charge**: 0
**E_tot**: -103283.6493 eV
**HOMO**: -0.3634 Ha

Atoms and positions in Å:
C 0.2790 3.7581 0.9618
C -0.8060 3.8090 -0.2718
O -1.1787 2.4995 -0.8259
C -0.0163 1.7311 -1.2952
O -0.5527 0.4810 -1.8916
P -0.0301 -0.9309 -1.0213
O -0.4625 -2.1999 -1.9172
O 1.7114 -1.0705 -0.8382
C 2.1003 -2.4939 -0.7409
O 3.3612 -2.7367 -0.0208
C 3.6484 -1.6533 0.9528
C 5.0617 -0.8066 0.6657
O 2.8682 -1.3675 2.0172
O -0.7162 -1.1284 0.5646
C -2.1078 -0.6628 0.6449
C -3.1872 -1.5292 -0.2335
C -4.4618 -1.9784 0.7516
Br -3.9606 -0.3725 -1.7072
H -0.1074 2.9252 1.7115
H 1.3142 3.4580 0.4897
H 0.4201 4.7894 1.5224
H -1.8064 4.2644 0.1944
H -0.4700 4.6033 -1.0901
H 0.7371 1.4039 -0.4622
H 0.4749 2.3456 -2.1755
H 1.2860 -3.1846 -0.2470
H 2.2373 -2.8670 -1.8653
H 5.1239 -0.6626 -0.5029
H 5.9764 -1.4732 0.9698
H 5.0525 0.1927 1.2750
H -2.4298 -0.7815 1.7879
H -2.2739 0.4654 0.3846
H -2.7074 -2.5233 -0.6230
H -4.8933 -2.9688 0.2473
H -5.3482 -1.1982 0.7233
H -4.1362 -2.1369 1.8652

---

- Look up the charge of the second one.
  -1

---

- What is the formula in the first record?
  C6H4O